(1)
Molecular formula: CH4NO2
Method: DFT, ωB97M-V/def2-TZVPD

Properties
- HOMO: -17.45 eV
- HOMO-LUMO gap: 11.49 eV
- DFT total energy: -245.26508 Ha
- Relative energy (zero: lowest compared OMol25 entry of this formula, charge and spin): 568.4 kJ/mol

Structure (ORCA input):
```
! wB97M-V def2-TZVPD RIJCOSX def2/J DEFGRID3
* xyz 1 1
C 1.495 -1.235 -0.260
N -0.348 -0.289 0.311
O 1.608 -1.088 -1.573
O 2.280 -0.210 -0.641
H 1.617 -1.994 0.612
H -0.735 -0.570 1.247
H -0.834 -0.742 -0.468
H -0.374 0.705 0.139
*
```

(2)
Molecular formula: C22H29ClCrNO8Se
Method: DFT, ωB97M-V/def2-TZVPD

Properties
- HOMO (spin up / spin down): -7.52 / -7.71 eV
- HOMO-LUMO gap (spin up / spin down): 7.56 / 7.60 eV
- DFT total energy: -5418.34789 Ha
- Relative energy (zero: lowest compared OMol25 entry of this formula, charge and spin): 0.0 kJ/mol
- ⟨S²⟩: 3.818

Structure (ORCA input):
```
! wB97M-V def2-TZVPD RIJCOSX def2/J DEFGRID3
* xyz 0 4
Cr 1.020 0.408 -0.474
O 3.230 1.373 -2.979
Cl 2.313 0.309 -2.883
O 2.269 -0.483 -4.054
O 2.593 -0.532 -1.701
O 0.945 0.816 -2.572
C 2.712 6.573 1.566
O 3.332 5.664 2.461
C 3.191 4.348 2.218
C 3.690 3.502 3.233
C 3.562 2.154 3.095
C 2.933 1.568 1.968
C 2.686 0.162 1.904
C 3.445 -0.832 2.738
O 1.832 -0.347 1.135
C 2.486 2.432 0.921
O 2.010 1.997 -0.202
C 2.625 3.827 1.077
H 2.791 7.550 2.034
H 1.661 6.319 1.417
H 3.227 6.586 0.603
H 4.148 3.947 4.104
H 3.927 1.521 3.890
H 3.858 -0.427 3.656
H 4.276 -1.188 2.126
H 2.799 -1.679 2.959
H 2.275 4.445 0.264
C -0.491 -4.619 -1.935
N -0.216 -3.482 -1.070
C 0.157 -3.696 0.324
C -0.253 -2.229 -1.524
C -0.631 -1.979 -2.953
O 0.007 -1.300 -0.738
H -0.242 -5.530 -1.399
H 0.116 -4.581 -2.839
H -1.545 -4.660 -2.216
H -0.128 -4.704 0.611
H -0.359 -2.976 0.956
H 1.231 -3.563 0.462
H -1.563 -2.488 -3.202
H 0.152 -2.346 -3.618
H -0.739 -0.910 -3.103
C -5.681 -2.181 -1.044
C -4.495 -1.341 -0.659
C -3.913 -1.446 0.596
C -2.826 -0.664 0.971
C -2.233 -0.859 2.338
C -2.308 0.272 0.064
Se -0.873 1.421 0.637
C -2.872 0.384 -1.215
C -2.397 1.374 -2.246
C -3.952 -0.427 -1.550
H -5.931 -2.892 -0.257
H -5.490 -2.743 -1.959
H -6.560 -1.559 -1.224
H -4.309 -2.165 1.306
H -2.620 -1.771 2.793
H -2.471 -0.021 2.997
H -1.144 -0.913 2.290
H -1.409 1.764 -2.027
H -3.078 2.228 -2.288
H -2.388 0.921 -3.239
H -4.386 -0.330 -2.541
*
```

(3)
Molecular formula: C48H107N5O8
Method: DFT, ωB97M-V/def2-TZVPD

Properties
- HOMO: -7.96 eV
- HOMO-LUMO gap: 8.41 eV
- DFT total energy: -2768.49736 Ha
- Relative energy (zero: lowest compared OMol25 entry of this formula, charge and spin): 108.1 kJ/mol
- SMILES: CC1(C)CCCC(C)(C)N1O.CC1(C)CCCC(C)(C)N1O.CC1(C)CCCC(C)(C)N1O.CC1(C)CCCC(C)(C)N1O.CC1(C)CCCC(C)(C)N1O.CO.CO.CO

Structure (ORCA input):
```
! wB97M-V def2-TZVPD RIJCOSX def2/J DEFGRID3
* xyz 0 1
C 0.120 -0.866 -0.706
O -1.265 -0.521 -0.914
H 0.576 -1.509 -1.467
H 0.721 0.046 -0.624
H 0.210 -1.323 0.299
H -1.740 -1.331 -1.237
C -3.280 -1.839 -3.451
O -2.534 -2.448 -2.358
H -4.359 -1.880 -3.338
H -2.986 -0.793 -3.550
H -2.956 -2.334 -4.374
H -3.146 -2.975 -1.829
C -0.328 -3.656 -5.142
O -0.502 -3.904 -3.761
H 0.055 -4.531 -5.668
H -1.257 -3.371 -5.646
H 0.458 -2.894 -5.258
H -1.002 -3.192 -3.335
C 1.900 3.396 0.969
C 0.560 3.698 1.631
C 0.693 4.726 2.755
C 0.790 6.160 2.219
C -0.364 6.470 1.304
C -0.528 5.490 0.135
N -0.473 4.108 0.653
O -0.520 3.216 -0.418
C -1.899 5.721 -0.457
C 0.594 5.750 -0.893
C -0.020 2.430 2.257
H 2.601 2.837 1.593
H 2.350 4.279 0.529
H 1.715 2.666 0.174
H -0.145 4.669 3.446
H 1.672 4.560 3.208
H 1.760 6.351 1.749
H 0.787 6.837 3.081
H -0.312 7.467 0.863
H -1.300 6.395 1.872
H -2.702 5.426 0.212
H -2.034 6.810 -0.564
H -1.965 5.343 -1.475
H 0.897 4.852 -1.426
H 0.162 6.447 -1.617
H 1.499 6.151 -0.442
H -0.298 1.654 1.541
H -0.943 2.631 2.814
H 0.637 1.990 3.020
H -1.131 2.521 -0.134
C 6.453 -2.765 3.825
C 6.663 -2.225 2.395
C 6.403 -3.450 1.479
C 4.942 -3.817 1.415
C 4.129 -2.582 0.986
C 4.381 -1.287 1.748
N 5.822 -1.143 1.978
O 6.122 0.025 2.759
C 3.965 -0.117 0.842
C 3.549 -1.212 3.029
C 8.123 -1.881 2.200
H 5.397 -2.911 4.033
H 6.800 -2.030 4.566
H 7.018 -3.670 4.035
H 6.777 -3.134 0.493
H 7.037 -4.265 1.822
H 4.578 -4.229 2.355
H 4.814 -4.566 0.631
H 3.110 -2.845 1.304
H 4.132 -2.483 -0.099
H 2.931 -0.207 0.520
H 4.247 0.848 1.245
H 4.608 -0.314 -0.027
H 3.899 -0.281 3.507
H 2.473 -1.070 2.918
H 3.703 -1.949 3.821
H 8.246 -1.225 1.335
H 8.730 -2.771 2.034
H 8.531 -1.381 3.081
H 6.602 0.597 2.146
C -1.565 -6.984 4.898
C -1.627 -5.511 4.494
C -0.750 -4.806 5.548
C -0.383 -3.387 5.178
C 0.269 -3.415 3.795
C -0.602 -4.071 2.716
N -1.051 -5.362 3.181
O -1.805 -6.035 2.205
C -1.691 -3.029 2.325
C 0.269 -4.265 1.485
C -3.061 -5.007 4.636
H -0.525 -7.291 4.848
H -2.203 -7.573 4.234
H -1.969 -7.184 5.892
H -1.249 -4.913 6.509
H 0.201 -5.345 5.607
H 0.299 -2.897 5.875
H -1.223 -2.690 5.055
H 1.218 -3.974 3.864
H 0.558 -2.446 3.383
H -1.942 -2.311 3.111
H -1.279 -2.373 1.547
H -2.610 -3.428 1.886
H 0.977 -3.451 1.308
H 0.868 -5.171 1.644
H -0.252 -4.427 0.539
H -3.131 -3.922 4.512
H -3.350 -5.146 5.679
H -3.732 -5.509 3.944
H -2.660 -5.558 2.180
C -3.406 1.358 1.821
C -4.763 0.879 1.252
C -5.838 1.853 1.780
C -5.963 3.128 0.954
C -6.070 2.776 -0.540
C -4.993 1.889 -1.118
N -4.762 0.815 -0.173
O -3.980 -0.254 -0.683
C -5.393 1.278 -2.435
C -3.734 2.744 -1.284
C -5.147 -0.449 1.906
H -3.109 2.337 1.453
H -3.445 1.403 2.912
H -2.658 0.594 1.565
H -6.815 1.368 1.788
H -5.541 2.119 2.796
H -6.921 3.606 1.157
H -5.118 3.799 1.110
H -5.990 3.759 -1.020
H -7.072 2.391 -0.749
H -4.598 0.630 -2.801
H -5.690 2.009 -3.187
H -6.251 0.602 -2.324
H -3.370 3.090 -0.320
H -3.855 3.585 -1.973
H -2.912 2.189 -1.764
H -6.198 -0.648 1.719
H -4.524 -1.263 1.529
H -4.974 -0.374 2.979
H -3.047 -0.010 -0.484
C 2.890 2.905 -5.586
C 2.327 1.475 -5.751
C 2.645 0.665 -4.504
C 1.756 1.117 -3.333
C 0.321 0.821 -3.718
C -0.130 1.565 -4.986
N 0.925 1.510 -6.025
O 0.548 2.238 -7.175
C -1.346 0.894 -5.557
C -0.525 3.017 -4.655
C 3.110 0.845 -6.907
H 2.218 3.570 -5.060
H 3.035 3.359 -6.577
H 3.921 2.894 -5.218
H 2.691 -0.416 -4.681
H 3.668 0.866 -4.153
H 1.878 2.196 -3.276
H 2.112 0.620 -2.435
H -0.266 1.255 -2.898
H 0.054 -0.235 -3.826
H -2.154 0.875 -4.820
H -1.782 1.330 -6.461
H -1.087 -0.119 -5.894
H -1.316 3.011 -3.895
H 0.269 3.635 -4.246
H -0.944 3.512 -5.532
H 3.274 1.560 -7.708
H 2.551 -0.042 -7.234
H 4.059 0.405 -6.594
H 0.489 1.555 -7.855
*
```

(4)
Molecular formula: C48H44AsN5O7PdSSi
Method: DFT, ωB97M-V/def2-TZVPD

Properties
- HOMO (spin up / spin down): -7.48 / -7.47 eV
- HOMO-LUMO gap (spin up / spin down): 6.00 / 5.05 eV
- DFT total energy: -5706.96750 Ha
- Relative energy (zero: lowest compared OMol25 entry of this formula, charge and spin): 151.6 kJ/mol
- ⟨S²⟩: 2.039

Structure (ORCA input):
```
! wB97M-V def2-TZVPD RIJCOSX def2/J DEFGRID3
* xyz 0 3
Pd -0.251 -0.572 0.251
C -1.787 0.873 -0.357
Si -3.349 0.139 0.302
C -3.229 -1.534 -0.523
N -1.864 -2.095 -0.323
C -1.829 -2.964 0.915
C -1.440 -4.400 0.601
C -2.383 -4.951 -0.463
C -2.259 -4.132 -1.764
C -1.454 -2.850 -1.545
C -4.897 1.004 -0.268
C -5.288 0.945 -1.611
C -6.440 1.579 -2.052
C -7.223 2.292 -1.153
C -6.844 2.380 0.179
C -5.690 1.743 0.616
C -3.322 0.017 2.158
C -2.209 0.434 2.893
C -2.163 0.287 4.275
C -3.242 -0.265 4.947
C -4.371 -0.663 4.238
C -4.407 -0.524 2.860
H -1.597 1.880 0.012
H -1.765 0.886 -1.447
H -3.380 -1.367 -1.593
H -3.986 -2.257 -0.206
H -2.827 -2.958 1.357
H -1.168 -2.534 1.666
H -1.506 -4.977 1.525
H -0.403 -4.455 0.258
H -3.405 -4.887 -0.076
H -2.183 -6.006 -0.652
H -3.249 -3.911 -2.169
H -1.721 -4.700 -2.524
H -1.578 -2.172 -2.390
H -0.400 -3.077 -1.485
H -4.685 0.399 -2.330
H -6.726 1.520 -3.095
H -8.128 2.780 -1.493
H -7.448 2.944 0.879
H -5.402 1.822 1.658
H -1.365 0.897 2.394
H -1.281 0.600 4.820
H -3.209 -0.383 6.022
H -5.220 -1.083 4.763
H -5.294 -0.845 2.321
C 5.346 3.223 -1.876
C 4.415 3.029 -2.890
C 3.121 2.636 -2.583
C 2.751 2.458 -1.254
C 3.680 2.655 -0.239
C 4.980 3.037 -0.551
As 0.947 1.850 -0.815
C -0.066 3.197 -1.760
C -0.423 3.177 -3.100
C -1.165 4.229 -3.621
C -1.550 5.281 -2.795
C -1.206 5.285 -1.450
C -0.465 4.234 -0.920
C -0.073 4.078 0.501
C -0.391 4.979 1.511
C -0.001 4.723 2.815
C 0.707 3.566 3.116
C 1.032 2.659 2.114
C 0.644 2.912 0.805
H 6.360 3.515 -2.121
H 4.700 3.168 -3.925
H 2.412 2.465 -3.379
H 3.397 2.516 0.797
H 5.701 3.191 0.242
H -0.132 2.349 -3.736
H -1.446 4.228 -4.666
H -2.133 6.098 -3.200
H -1.523 6.107 -0.819
H -0.944 5.882 1.282
H -0.253 5.425 3.600
H 1.007 3.364 4.137
H 1.572 1.758 2.366
O 4.720 -4.094 3.890
N 4.674 -4.579 2.774
O 5.391 -5.481 2.389
C 3.708 -4.025 1.834
C 3.654 -4.516 0.537
C 2.761 -3.981 -0.353
C 1.935 -2.856 -0.046
O 1.220 -2.216 -0.853
C 2.020 -2.472 1.324
C 2.864 -3.006 2.256
N 1.228 -1.280 1.628
O 0.484 -1.253 2.635
O 1.713 -0.145 1.161
N 2.640 -4.607 -1.673
O 1.523 -4.700 -2.139
O 3.650 -5.029 -2.197
H 4.299 -5.330 0.236
H 2.892 -2.654 3.278
S 2.707 -0.527 -3.208
C 4.059 -0.709 -2.254
N 3.950 -0.606 -0.892
C 4.981 -0.701 -0.012
C 6.239 -0.927 -0.452
C 6.430 -1.073 -1.853
C 5.387 -0.975 -2.718
H 3.015 -0.430 -0.531
H 4.720 -0.589 1.032
H 7.059 -1.002 0.246
H 7.424 -1.275 -2.234
H 5.518 -1.091 -3.784
*
```